[1]
DFT (ωB97M-V with the def2-TZVPD basis set) results for the ion C8H11N2O3S with charge +1.

Net charge   +1
Structure (SMILES)   [NH2+]=C1CC=CN=C1OS(=O)(=O)C1CC1
Gap between HOMO and LUMO (spin up / spin down)   7.30 / 7.30 eV
Energy relative to the best compared isomer or geometry (same formula, charge and spin)   4.373 eV
LUMO level (spin up / spin down)   -4.85 / -4.85 eV
HOMO (spin up / spin down)   -12.146 / -12.145 eV
Molecular weight   215.25 g mol⁻¹

Each line ends with the Mulliken charge.
Geometry (Å):
N -1.8329 -1.3621 0.9066  -0.1756
C -1.4566 -1.5053 -0.3260  0.6395
C -2.2693 -2.4840 -1.2329  -0.7231
C -2.0096 -2.1355 -2.6647  -0.6337
C -1.0554 -1.1897 -2.9369  -0.1589
N -0.2305 -0.5413 -2.1226  -0.5087
C -0.3332 -0.6654 -0.8147  0.4611
O 0.3442 0.0124 0.0684  -0.5318
S 0.7024 0.7774 1.8402  1.1440
O 0.6942 -0.3992 2.6325  -0.5499
O -0.3066 1.7776 1.8855  -0.4711
C 2.2673 1.4771 1.4207  -0.1266
C 2.2823 2.6391 0.4166  -0.5487
C 2.4917 2.9276 1.8297  -0.3855
H -1.1651 -0.9412 1.6193  0.1242
H -2.6828 -1.9064 1.1889  0.2880
H -3.2174 -2.4864 -0.9036  0.5279
H -1.8512 -3.4422 -1.2471  0.3614
H -2.3988 -2.6927 -3.4526  0.4417
H -0.9101 -0.7892 -4.0099  0.3603
H 3.0384 0.7348 1.6436  0.4377
H 1.4363 2.7420 -0.1345  0.2836
H 3.2090 2.8633 -0.2855  0.2469
H 3.5164 3.1168 2.2128  0.2575
H 1.7374 3.4725 2.4661  0.2399

=====

[2]
DFT (ωB97M-V with the def2-TZVPD basis set) results for the molecule C8H11N3.

Net charge   0
Structure (SMILES)   [H]/N=C(/C(C)=C/C)n1cccn1
Gap between HOMO and LUMO   10.24 eV
Energy relative to the best compared isomer or geometry (same formula, charge and spin)   1.604 eV
LUMO level   0.82 eV
HOMO   -9.416 eV
Molecular weight   149.20 g mol⁻¹

Each line ends with the Mulliken charge.
Geometry (Å):
H 1.5002 2.7181 0.4866  0.2990
N 0.5439 2.4029 0.4463  -0.5921
C 0.3877 1.1698 0.2718  0.1997
C -0.9259 0.6550 0.0726  0.6399
C -1.8360 1.3368 -0.9112  -1.3768
C -1.3671 -0.3716 0.7784  -0.2235
C -2.6917 -1.0649 0.5479  -1.4890
N 1.4841 0.1715 0.0410  0.8279
C 1.5235 -1.1936 -0.2946  -0.2200
C 2.8157 -1.5702 -0.2478  -0.8286
C 3.5432 -0.3660 -0.0237  -0.0759
N 2.7268 0.6307 0.2161  -1.1391
H -2.5619 0.7316 -1.2821  0.5118
H -2.2862 2.3081 -0.5237  0.2259
H -1.3663 1.6198 -1.9190  0.3070
H -0.7486 -0.8150 1.5639  0.5093
H -3.5777 -0.6802 1.2072  0.2800
H -2.6373 -2.0895 0.7178  0.4260
H -3.1714 -1.1022 -0.4048  0.4049
H 0.6564 -1.7403 -0.4123  0.5360
H 3.3334 -2.4685 -0.3673  0.4090
H 4.6550 -0.2823 0.0371  0.3688

=====

[3]
DFT (ωB97M-V with the def2-TZVPD basis set) results for a structure of composition C8H11N4O6Pd.

Net charge   +1
Gap between HOMO and LUMO (spin up / spin down)   6.55 / 6.55 eV
LUMO level (spin up / spin down)   -6.33 / -6.34 eV
HOMO (spin up / spin down)   -12.887 / -12.887 eV
Molecular weight   365.62 g mol⁻¹

Each line ends with the Mulliken charge.
Geometry (Å):
Pd 0.0364 0.0285 -0.0217  0.9937
C -3.2349 -2.9622 3.1840  -0.8047
O -2.9858 -2.3823 1.9055  -0.2922
C -1.9178 -1.6741 1.6466  0.7134
O -1.7494 -1.1962 0.5303  -0.5074
N -0.9984 -1.4786 2.6404  -0.0852
N 0.1537 -0.7168 2.3671  -0.5090
H -4.1873 -3.4799 3.0809  0.2468
H -3.3299 -2.1985 3.9589  0.3730
H -2.4648 -3.6887 3.4516  0.3728
H -1.1133 -1.8623 3.5713  0.2400
H 0.9982 -1.2819 2.4919  0.3181
H 0.1889 0.1124 2.9666  0.3182
C 3.3257 1.4351 1.4556  -0.9338
C 2.9140 1.6733 0.0541  0.0711
N 1.7965 1.2107 -0.4924  -0.3028
C 1.7717 1.6398 -1.7948  0.1387
C 2.9070 2.3807 -2.0355  0.4683
N 3.5992 2.3805 -0.8548  -0.0006
C 3.4966 3.1205 -3.2030  0.4568
O 2.8354 3.1176 -4.3216  -0.5108
O 4.5531 3.6732 -3.0247  -0.5872
C 0.6071 1.2741 -2.7066  0.7882
O 0.6470 1.6880 -3.8541  -0.7537
O -0.2755 0.5716 -2.1482  -0.6276
H 2.5619 0.8263 1.9413  -0.0266
H 3.4352 2.3768 1.9918  0.3405
H 4.2828 0.9168 1.4946  0.3404
H 4.4863 2.8622 -0.7570  0.2654
H 1.9709 2.6138 -4.3159  0.4962

=====

[4]
DFT (ωB97M-V with the def2-TZVPD basis set) results for a cluster of 2 separate species, C8H11N4OP in total.

Net charge   0
Structure (SMILES)   POn1nnc2ccccc21.C=NC
Gap between HOMO and LUMO   9.34 eV
Energy relative to the best compared isomer or geometry (same formula, charge and spin)   5.432 eV
LUMO level   0.38 eV
HOMO   -8.958 eV
Molecular weight   210.18 g mol⁻¹

Each line ends with the Mulliken charge.
Geometry (Å):
P 0.2028 3.5811 1.2262  -0.0082
O -0.8605 2.3126 1.6364  -0.3838
N -0.8744 1.2621 0.7591  0.8533
N -0.9796 1.4021 -0.5856  -0.4199
N -1.1963 0.2929 -1.1469  -0.4034
C -1.1741 -0.6839 -0.2228  0.3040
C -1.4367 -2.0043 -0.2637  -0.5754
C -1.5299 -2.6924 0.9514  -0.5211
C -1.4240 -1.9853 2.1834  -0.2576
C -1.2767 -0.6541 2.2996  -0.9303
C -1.0604 -0.0602 1.0573  0.8171
H 1.4949 2.9560 1.2768  0.0681
H 0.3904 3.2452 -0.1818  0.1268
H -1.4473 -2.6918 -1.2252  0.2586
H -1.4188 -3.7384 0.8837  0.3884
H -1.3438 -2.6850 3.0682  0.2688
H -1.0299 -0.1418 3.1864  0.4487
C 2.0419 0.5354 -0.5760  -0.4192
N 2.1786 0.9051 -1.7476  -0.3242
C 1.8245 0.1411 -2.8844  -0.6636
H 1.2982 -0.4021 -0.3623  0.1347
H 2.2431 1.1588 0.2399  0.3789
H 1.2916 -0.8302 -2.7388  0.2497
H 1.3260 0.8562 -3.5454  0.2313
H 2.7602 -0.0790 -3.2880  0.3785

=====

[5]
DFT (ωB97M-V with the def2-TZVPD basis set) results for the molecule C8H11N5.

Net charge   0
Structure (SMILES)   CCNc1ncnc2c1cnn2C
Gap between HOMO and LUMO   9.49 eV
Energy relative to the best compared isomer or geometry (same formula, charge and spin)   0.604 eV
LUMO level   0.73 eV
HOMO   -8.761 eV
Molecular weight   177.21 g mol⁻¹

Each line ends with the Mulliken charge.
Geometry (Å):
C 3.5555 -0.0181 0.9032  -0.8931
C 3.1288 -0.3421 -0.4811  -0.4617
N 1.7555 -0.8492 -0.6309  -0.3057
C 0.6723 -0.0248 -0.4303  0.3063
N 0.8468 1.2818 -0.3283  -0.5020
C -0.2602 2.0789 -0.3199  -0.3095
N -1.5071 1.7403 -0.2307  -0.5910
C -1.6676 0.3943 -0.1428  0.2547
C -0.6211 -0.5213 -0.1793  0.7594
C -1.3513 -1.7583 -0.2197  -0.4927
N -2.6376 -1.6123 -0.0558  -0.9628
N -2.8650 -0.2530 -0.0032  0.6808
C -4.1360 0.3340 0.2404  -0.8023
H 4.7431 -0.0351 0.9835  0.3108
H 3.1834 1.0531 1.2008  0.2256
H 3.0854 -0.8337 1.5648  0.2324
H 3.7357 -1.2042 -0.8808  0.3588
H 3.1496 0.5355 -1.1656  0.3161
H 1.6278 -1.7844 -0.1767  0.2862
H -0.0231 3.1760 -0.2602  0.3447
H -0.9989 -2.8040 -0.3066  0.3832
H -4.1311 1.4555 0.0890  0.3142
H -4.9144 -0.1515 -0.4658  0.2557
H -4.3705 0.1426 1.2962  0.2920

=====

[6]
DFT (ωB97M-V with the def2-TZVPD basis set) results for a cluster of 2 separate species, C8H11NO3 in total.

Net charge   0
Structure (SMILES)   CCC(=O)C(=O)O.c1cc[nH]c1
Gap between HOMO and LUMO   8.58 eV
Energy relative to the best compared isomer or geometry (same formula, charge and spin)   1.450 eV
LUMO level   -0.01 eV
HOMO   -8.589 eV
Molecular weight   169.18 g mol⁻¹

Each line ends with the Mulliken charge.
Geometry (Å):
C 1.8852 0.0573 -2.4777  -1.1979
C 1.3279 -0.0577 -1.0008  -0.1412
C 0.0830 -0.8642 -1.1446  0.5772
O -0.0973 -1.9098 -0.5417  -0.6078
C -0.9789 -0.3675 -2.1054  0.4491
O -1.0597 0.7185 -2.5493  -0.5171
O -1.7448 -1.3356 -2.5497  -0.4844
H 1.7400 1.1252 -2.8606  0.2806
H 1.2646 -0.5473 -3.0842  0.3593
H 2.8898 -0.2308 -2.5875  0.3819
H 1.0744 1.0011 -0.5361  0.1114
H 1.9815 -0.5524 -0.3714  0.4223
H -1.3265 -2.1489 -2.2371  0.3543
C 0.1635 1.3761 2.5538  -0.6028
C -1.0384 1.5011 1.7405  -0.5283
C -1.6700 0.2870 1.8190  -0.3343
N -0.9698 -0.5117 2.6767  0.0070
C 0.1741 0.1244 3.0572  -0.3676
H 0.9252 2.0797 2.7361  0.4624
H -1.5455 2.3164 1.1301  0.3217
H -2.5835 -0.1518 1.5223  0.4955
H -1.3602 -1.4354 3.0204  0.2585
H 0.8654 -0.4735 3.7900  0.3001

=====

[7]
DFT (ωB97M-V with the def2-TZVPD basis set) results for a cluster of 2 separate species, C8H11NO4 in total.

Net charge   0
Gap between HOMO and LUMO   8.38 eV
Energy relative to the best compared isomer or geometry (same formula, charge and spin)   6.037 eV
LUMO level   -0.06 eV
HOMO   -8.441 eV
Molecular weight   185.18 g mol⁻¹

Each line ends with the Mulliken charge.
Geometry (Å):
C -0.2483 1.8988 0.9112  -0.4548
C -1.5534 2.2126 0.9302  -0.7589
C -0.0124 0.9460 -0.0872  0.3881
C -2.1227 1.5740 -0.1467  -0.2804
C 1.2001 0.1674 -0.3869  0.3952
C -1.4101 0.0109 -1.8832  -0.9259
C 3.3903 -0.4754 0.4443  -0.6203
C -0.3485 -2.3465 0.9930  -0.1877
N -1.1953 0.7988 -0.7043  0.2096
O 1.3819 -0.6403 -1.2887  -0.6787
O -2.2925 -1.3425 0.5326  -0.4628
O 2.2058 0.3537 0.4782  -0.3142
O -1.5210 -2.3577 0.6261  0.0356
H 0.4762 2.2713 1.6042  0.5198
H -1.9671 2.9911 1.5921  0.3937
H -1.8608 0.6989 -2.6852  0.3608
H -0.3362 -0.3477 -2.2542  0.2435
H -2.0105 -0.7989 -1.7301  0.3755
H 3.2263 -1.5254 0.9399  0.2219
H 4.1308 0.0524 0.9443  0.2888
H 3.7952 -0.5911 -0.6348  0.2669
H -3.1522 1.3593 -0.5254  0.3857
H 0.0813 -3.4358 0.9556  0.2410
H 0.1432 -1.4739 1.3750  0.3576

=====

[8]
DFT (ωB97M-V with the def2-TZVPD basis set) results for a cluster of 2 separate species, C8H12 in total.

Net charge   0
Structure (SMILES)   CC#CCC.C#CC
Gap between HOMO and LUMO   10.00 eV
Energy relative to the best compared isomer or geometry (same formula, charge and spin)   3.950 eV
LUMO level   0.85 eV
HOMO   -9.151 eV
Molecular weight   108.18 g mol⁻¹

Each line ends with the Mulliken charge.
Geometry (Å):
C 0.0882 2.3414 -0.1714  -1.1084
C -0.7323 1.2115 -0.5022  0.3384
C -1.3922 0.2486 -0.2740  -0.1561
C -2.4347 -0.6910 -0.6180  -0.2285
C -3.2254 -1.0391 0.6569  -1.1475
H 0.9128 2.6574 -0.8249  0.3002
H 0.4306 2.2707 0.8587  0.2863
H -0.6025 3.3127 -0.2804  0.2625
H -3.1038 -0.4393 -1.4047  0.3197
H -1.8325 -1.5605 -0.9878  0.1661
H -3.6205 -0.1926 1.2643  0.2995
H -2.7820 -1.7873 1.4039  0.2719
H -4.0766 -1.6777 0.5491  0.3956
C 1.9455 -0.9695 1.1498  -0.0713
C 2.8847 -0.8401 0.4388  -0.1602
C 4.0298 -0.4168 -0.3914  -1.0396
H 1.1387 -1.3227 1.7518  0.4552
H 5.0412 -0.6028 -0.0073  0.2910
H 3.9135 0.7020 -0.5271  0.2291
H 3.9207 -0.9214 -1.3005  0.2961

=====

[9]
DFT (ωB97M-V with the def2-TZVPD basis set) results for the molecule C8H12.

Net charge   0
Gap between HOMO and LUMO   6.76 eV
Energy relative to the best compared isomer or geometry (same formula, charge and spin)   4.978 eV
LUMO level   -0.90 eV
HOMO   -7.659 eV
Molecular weight   108.18 g mol⁻¹

Each line ends with the Mulliken charge.
Geometry (Å):
C 2.2895 -1.3798 0.9205  -1.3206
C 0.9248 -1.4183 0.2265  0.2420
C 0.9547 -1.4427 -1.2279  -0.8346
C -0.9057 0.2415 0.4423  -0.1102
C 0.2359 -0.1061 -0.1811  0.5223
C 0.9710 1.0990 -0.8226  -1.5471
C -2.9522 1.6209 0.5100  -0.8809
C -1.8569 1.1753 -0.0959  0.0123
H 2.9876 -0.9085 0.2248  0.2978
H 2.2674 -0.8044 1.8436  0.3187
H 2.6183 -2.4044 1.0863  0.3729
H 0.2068 -2.0104 0.8025  0.4618
H 0.1669 -2.0244 -1.7302  0.1598
H -1.1268 -0.1455 1.4378  0.3352
H 2.0048 0.8060 -0.9562  0.4483
H 0.5798 1.2835 -1.8207  0.3496
H 0.8612 1.9904 -0.2048  0.4027
H -3.2557 1.2801 1.4930  0.2739
H -3.6249 2.3088 0.0132  0.2683
H -1.6707 1.5613 -1.0949  0.2277